Here is a molecular structure, C2F3HgNO5S in a non-equilibrium geometry from the Open Molecules 2025 dataset. Energies are from wB97M-V/def2-TZVPD.

Structure (XYZ):
```
13
Properties=species:S:1:pos:R:3
Hg -0.82356 -0.72977 2.40119
S -1.25884 -0.36751 -0.76319
F 0.32677 0.86403 -2.49633
F 0.57958 1.53974 -0.46122
F -1.13266 2.18426 -1.60934
O 0.23240 -1.60988 0.75348
O -2.18833 -0.57049 -1.88815
O 3.01994 -0.41256 0.97953
O 1.54880 -0.15355 2.72483
O -1.82005 0.18602 0.51688
N -0.31572 -1.60568 -0.54665
C 2.15192 -0.47915 1.75712
C -0.32024 1.15452 -1.36815
```

Values from the calculation:
Frontier orbital gap (spin up / spin down) = 0.271 / 0.216 Eh
Calculated total energy = -36962.3654 eV
Multiplicity = 2
Maximum force = 2.46 eV/Å
HOMO energy (spin up / spin down) = -4.124 / -4.058 eV
Charge = -1


Here is C2F3IO in the gas phase in a non-equilibrium geometry from the Open Molecules 2025 dataset. Energies are from wB97M-V/def2-TZVPD.

Structure (XYZ):
```
7
Properties=species:S:1:pos:R:3
I 0.73651 -2.41615 0.10374
F -1.03617 1.61280 -0.08052
F 0.78806 0.93266 -1.02200
F -1.16744 -0.21216 -1.28473
O 0.66806 -0.01958 1.89597
C -0.35127 0.52659 -0.45895
C 0.36225 -0.42416 0.84649
```

Values from the calculation:
Frontier orbital gap (spin up / spin down) = 0.198 / 0.186 Eh
Calculated total energy = -20368.8937 eV
Multiplicity = 3
Maximum force = 7.23 eV/Å
HOMO energy (spin up / spin down) = -5.652 / -9.900 eV
ΔE to the lowest compared entry with this formula, charge and spin = 42.6 kcal per mole


Here is a molecular structure, C2F3NO4PdS2 in a non-equilibrium geometry from the Open Molecules 2025 dataset. Energies are from wB97M-V/def2-TZVPD.

Structure (XYZ):
```
13
Properties=species:S:1:pos:R:3
Pd 1.06700 0.94874 0.27765
S 3.27864 0.00781 -0.64018
S -1.12417 0.85089 1.09197
F -3.42500 0.92692 -0.15233
F -2.46471 -1.00631 -0.20829
F -1.75693 0.56405 -1.47773
O -0.21303 -0.41226 1.08894
O -0.36360 1.95838 0.33774
O 1.23373 -3.02162 0.09216
O 2.78045 1.51691 -0.32687
N 1.82820 -0.74920 -0.06612
C 1.42825 -1.87824 0.27638
C -2.26882 0.29393 -0.29331
```

Values from the calculation:
Frontier orbital gap (spin up / spin down) = 0.277 / 0.240 Eh
Calculated total energy = -45048.7824 eV
Multiplicity = 3
Maximum force = 8.72 eV/Å
HOMO energy (spin up / spin down) = -8.206 / -8.538 eV
ΔE to the lowest compared entry with this formula, charge and spin = 0.0 kcal per mole


Here is C2F4N2S in the gas phase in a non-equilibrium geometry from the Open Molecules 2025 dataset. Energies are from wB97M-V/def2-TZVPD.

Structure (XYZ):
```
9
Properties=species:S:1:pos:R:3
S -1.33716 1.01698 -0.67906
F -1.87338 2.10470 0.42946
F -0.37878 -1.66832 -0.59828
F -0.78235 2.22031 -1.63779
F -0.33264 -1.12061 1.56417
N -0.00880 0.53131 -0.11011
N 2.78318 -1.27600 0.48952
C 1.67586 -1.05207 0.34250
C 0.25407 -0.75630 0.19960
```

Values from the calculation:
Frontier orbital gap = 0.419 Eh
Calculated total energy = -26756.9611 eV
Multiplicity = 1
Maximum force = 3.99 eV/Å
HOMO energy = -12.506 eV
ΔE to the lowest compared entry with this formula, charge and spin = 0.0 kcal per mole


Here is C2F5P in the gas phase in a non-equilibrium geometry from the Open Molecules 2025 dataset. Energies are from wB97M-V/def2-TZVPD.

Structure (XYZ):
```
8
Properties=species:S:1:pos:R:3
P -0.23508 1.38934 0.02921
F 2.47724 0.58958 0.08757
F 1.28896 -0.69380 -1.11960
F -1.48156 -1.23902 -0.11379
F 1.04826 -0.70613 1.06579
F -2.76455 0.51758 0.11332
C 1.23273 0.05246 -0.01559
C -1.56600 0.09000 -0.04689
```

Values from the calculation:
Frontier orbital gap = 0.329 Eh
Calculated total energy = -24948.3343 eV
Multiplicity = 1
SMILES string = FC(F)=PC(F)(F)F
Maximum force = 4.41 eV/Å
HOMO energy = -9.515 eV
ΔE to the lowest compared entry with this formula, charge and spin = 0.0 kcal per mole


Here is 2 unconnected molecules or ions with the total composition C2H10ClNSi2 in a non-equilibrium geometry from the Open Molecules 2025 dataset. Energies are from wB97M-V/def2-TZVPD.

Structure (XYZ):
```
16
Properties=species:S:1:pos:R:3
Cl 1.12577 -2.61660 1.40473
Si -0.43355 -2.17760 2.56264
Si -0.37218 1.53129 -0.90219
N -1.46054 -1.47207 1.49536
C 1.27121 2.48971 -0.67476
C -0.07774 0.58099 -2.63818
H -1.20318 -0.73957 0.89413
H 1.77478 1.76242 -0.14119
H 1.82938 2.92488 -1.47938
H 0.14573 -1.52276 3.68813
H 0.69327 -0.07850 -2.47626
H -0.88109 -0.06345 -2.79487
H -2.39738 -1.79364 1.51566
H 0.18368 1.26937 -3.46232
H -1.24180 -3.34105 3.05793
H 1.04364 3.24660 -0.04944
```

Values from the calculation:
Frontier orbital gap = 0.286 Eh
Calculated total energy = -32003.4620 eV
Multiplicity = 1
Maximum force = 3.62 eV/Å
HOMO energy = -8.312 eV
ΔE to the lowest compared entry with this formula, charge and spin = 40.1 kcal per mole


Here is a molecular structure, C2H10EuN3S in a non-equilibrium geometry from the Open Molecules 2025 dataset. Energies are from wB97M-V/def2-TZVPD.

Structure (XYZ):
```
17
Properties=species:S:1:pos:R:3
Eu -1.87735 0.12465 -0.54049
S -1.50484 1.19353 4.53732
N -0.04000 0.30249 -2.66202
N -1.41484 0.66525 1.80088
N -1.76925 -2.34641 0.19307
C 2.66136 1.23612 0.39270
C -1.45496 0.90746 2.98846
H 3.20750 1.75386 -0.40407
H 0.39157 -0.57891 -2.94441
H 0.73152 0.96121 -2.82163
H -0.69672 0.54328 -3.41689
H -1.09690 -2.78562 0.80390
H 2.95400 1.65395 1.35667
H -1.93454 -2.91844 -0.64899
H 1.61398 1.45135 0.24536
H 2.84159 0.14529 0.35065
H -2.61211 -2.30906 0.76949
```

Values from the calculation:
Frontier orbital gap (spin up / spin down) = 0.111 / 0.175 Eh
Calculated total energy = -36867.0063 eV
Multiplicity = 8
Maximum force = 4.84 eV/Å
HOMO energy (spin up / spin down) = -0.013 / -1.919 eV
ΔE to the lowest compared entry with this formula, charge and spin = 85.3 kcal per mole
Charge = -1


Here is 2 unconnected molecules or ions with the total composition C2H10I2Si3 in a non-equilibrium geometry from the Open Molecules 2025 dataset. Energies are from wB97M-V/def2-TZVPD.

Structure (XYZ):
```
17
Properties=species:S:1:pos:R:3
I -2.31517 -2.60069 0.32164
I 1.76666 0.79732 3.17437
Si -0.10781 -0.34789 1.99809
Si -0.14820 1.60173 -0.58495
Si 1.40592 -1.10019 -1.65409
C 0.05599 0.14440 -1.77385
C -1.19576 0.89411 0.87550
H -0.91308 0.16993 -2.24825
H 1.02333 2.26653 -0.13843
H 0.41577 -1.20386 0.92285
H 2.10194 -1.40306 -2.94505
H -2.18984 0.33525 0.60504
H -1.50185 1.85402 1.49578
H -1.00903 2.66437 -1.39342
H 1.14553 -2.55197 -1.26103
H -1.00024 -0.80737 3.12957
H 2.46583 -0.71263 -0.52378
```

Values from the calculation:
Frontier orbital gap (spin up / spin down) = 0.147 / 0.148 Eh
Calculated total energy = -42066.2167 eV
Multiplicity = 1
Maximum force = 3.02 eV/Å
HOMO energy (spin up / spin down) = -8.327 / -8.363 eV
ΔE to the lowest compared entry with this formula, charge and spin = 140.1 kcal per mole


Here is 2 unconnected molecules or ions with the total composition C2H10N in a non-equilibrium geometry from the Open Molecules 2025 dataset. Energies are from wB97M-V/def2-TZVPD.

Structure (XYZ):
```
13
Properties=species:S:1:pos:R:3
N 1.84758 0.23565 0.05607
C -1.38160 0.00717 -0.75314
C -0.90904 -0.29087 0.66812
H -1.63429 -0.84438 1.28493
H 1.02727 0.78842 0.50403
H 2.21489 -0.40350 0.72606
H -0.54548 0.38314 -1.49353
H 2.61658 0.91495 -0.27134
H -0.19748 -1.15724 0.71058
H -0.61091 0.61235 1.24450
H -2.02087 0.88728 -0.60356
H -1.85502 -0.85828 -1.27408
H 1.44837 -0.27469 -0.79864
```

Values from the calculation:
Frontier orbital gap = 0.421 Eh
Calculated total energy = -3718.7251 eV
Multiplicity = 1
Maximum force = 3.34 eV/Å
HOMO energy = -15.696 eV
ΔE to the lowest compared entry with this formula, charge and spin = 15.9 kcal per mole
Charge = +1


Here is 2 unconnected molecules or ions with the total composition C2H10N2 in a non-equilibrium geometry from the Open Molecules 2025 dataset. Energies are from wB97M-V/def2-TZVPD.

Structure (XYZ):
```
14
Properties=species:S:1:pos:R:3
N -1.20255 -1.95425 -0.28640
N 1.13807 1.44751 -0.04313
C -2.54776 -1.61810 0.13868
C 2.62951 1.55405 0.08464
H -2.51782 -1.29775 1.17576
H 0.79172 1.57410 0.90548
H -3.20957 -2.48046 0.06339
H -3.02151 -0.79944 -0.41558
H 3.03721 2.11292 -0.74853
H 3.01511 0.54507 0.12320
H 0.76711 2.24736 -0.54837
H 2.89864 2.11057 0.97748
H -1.19556 -2.27915 -1.24347
H -0.58262 -1.16240 -0.18315
```

Values from the calculation:
Frontier orbital gap = 0.365 Eh
Calculated total energy = -5215.7648 eV
Multiplicity = 1
SMILES string = CN.CN
Maximum force = 1.22 eV/Å
HOMO energy = -8.881 eV
ΔE to the lowest compared entry with this formula, charge and spin = 13.5 kcal per mole


Here is 2 unconnected molecules or ions with the total composition C2H10N2 in a non-equilibrium geometry from the Open Molecules 2025 dataset. Energies are from wB97M-V/def2-TZVPD.

Structure (XYZ):
```
14
Properties=species:S:1:pos:R:3
N -1.08603 0.00526 2.23763
N 0.63483 0.16247 -0.31961
C -0.52700 0.86366 -0.86296
C 1.14579 -0.90760 -1.19082
H -1.76829 -0.42047 1.61500
H 2.07375 -1.31119 -0.81171
H 1.15817 -0.58124 -2.23583
H -0.27471 1.35425 -1.81567
H -0.22849 -0.12582 1.70721
H -1.31308 0.14815 -1.10601
H 1.37960 0.84880 -0.35505
H -0.93010 1.54359 -0.12076
H -0.98827 -0.61839 3.03361
H 0.41784 -1.70121 -1.22827
```

Values from the calculation:
Frontier orbital gap = 0.376 Eh
Calculated total energy = -5215.9389 eV
Multiplicity = 1
SMILES string = CNC.N
Maximum force = 1.49 eV/Å
HOMO energy = -9.195 eV
ΔE to the lowest compared entry with this formula, charge and spin = 9.5 kcal per mole


Here is 2 unconnected molecules or ions with the total composition C2H10N2 in a non-equilibrium geometry from the Open Molecules 2025 dataset. Energies are from wB97M-V/def2-TZVPD.

Structure (XYZ):
```
14
Properties=species:S:1:pos:R:3
N 0.89703 1.24389 -0.11150
N -0.75857 -1.09352 -0.37892
C 2.17862 1.10867 0.48733
C -2.13412 -1.29923 -0.15524
H 2.82576 1.67297 -0.21609
H -2.75549 -0.93387 -0.96751
H -2.40666 -2.27511 0.14561
H 0.06703 1.36836 0.49742
H -0.61943 -1.28426 -1.38602
H 0.71792 0.30881 -0.63073
H -0.63594 -0.03864 -0.41358
H 2.22006 1.80642 1.45914
H 2.72975 0.19413 0.90992
H -2.32597 -0.77864 0.76016
```

Values from the calculation:
Frontier orbital gap = 0.377 Eh
Calculated total energy = -5214.2976 eV
Multiplicity = 1
SMILES string = CN.CN
Maximum force = 5.14 eV/Å
HOMO energy = -9.252 eV
ΔE to the lowest compared entry with this formula, charge and spin = 47.4 kcal per mole